Formula: C2H2N2O
Source: the Open Molecules 2025 dataset
Level of theory: wB97M-V/def2-TZVPD

Properties
HOMO energy: -11.459 eV
Relative energy (zero: lowest compared OMol25 entry of this formula, charge and spin): 236.15 kJ/mol
HOMO-LUMO gap: 12.165 eV
SMILES: c1cnon1
LUMO energy: 0.7 eV
E: -7131.39606 eV

```
7
Properties=species:S:1:pos:R:3:forces:R:3
C -0.6303 -0.5013 -0.0756 -0.098 -1.274 -1.494
C 0.1448 0.3392 0.7186 0.202 0.876 1.297
N 1.0438 0.8863 -0.0371 1.030 0.516 0.539
O 0.9245 0.3752 -1.2627 -1.187 -0.456 0.228
N -0.1380 -0.4961 -1.2974 -0.133 0.093 0.552
H -1.4420 -1.1902 0.1555 0.231 0.460 -0.016
H 0.0972 0.5870 1.7987 -0.045 -0.214 -1.105
```
Forces are in eV/Å.

Formula: C19H18F3N3O2S
Source: the Open Molecules 2025 dataset
Level of theory: wB97M-V/def2-TZVPD

Properties
HOMO energy: -8.632 eV
Relative energy (zero: lowest compared OMol25 entry of this formula, charge and spin): 0.00 kJ/mol
HOMO-LUMO gap: 8.689 eV
SMILES: COCCCNC(=O)c1ccc(-n2nc(C(F)(F)F)cc2-c2cccs2)cc1
LUMO energy: 0.1 eV
E: -47548.46041 eV

```
46
Properties=species:S:1:pos:R:3:forces:R:3
C -4.1332 -2.7042 -0.9285 0.073 -0.021 0.069
O -4.8164 -1.7410 -1.6954 0.036 0.090 -0.240
C -6.2047 -1.6562 -1.4403 -0.329 -0.016 0.174
C -6.5740 -0.9937 -0.1080 0.373 0.155 -0.308
C -6.0864 0.4570 -0.0227 -0.276 -0.162 0.218
N -4.6468 0.5446 -0.1088 0.055 0.107 -0.260
C -3.8748 0.5205 1.0040 0.027 0.144 -0.285
O -4.3183 0.6241 2.1316 -0.045 -0.118 0.277
C -2.4095 0.3713 0.7354 0.227 -0.018 0.104
C -1.8014 0.8751 -0.4103 -0.068 -0.079 0.142
C -0.4437 0.7130 -0.6060 0.188 -0.242 -0.003
C 0.3150 0.0461 0.3495 -0.863 -0.025 0.048
N 1.6942 -0.1525 0.1510 0.651 0.291 -0.263
N 2.2036 -1.3640 0.3190 0.239 -0.975 0.165
C 3.4845 -1.2712 -0.0033 -0.447 0.492 -0.014
C 4.3815 -2.4572 0.0581 0.254 -0.624 0.051
F 4.4121 -3.0292 1.2718 -0.170 0.103 0.125
F 5.6505 -2.1314 -0.2406 0.015 0.322 -0.064
F 4.0281 -3.4237 -0.8067 -0.195 0.067 -0.076
C 3.8179 0.0336 -0.3833 -0.424 0.034 0.042
C 2.6302 0.7437 -0.2678 0.696 -0.587 -0.004
C 2.4260 2.1556 -0.4465 -0.370 0.785 0.117
C 3.1481 2.9812 -1.2661 -0.235 -0.380 0.152
C 2.7682 4.3329 -1.1594 -0.085 0.248 0.105
C 1.7768 4.5262 -0.2514 -0.096 -0.240 0.205
S 1.2731 3.0628 0.4914 0.575 0.202 -0.394
C -0.2839 -0.4714 1.4906 0.125 0.103 -0.101
C -1.6396 -0.2959 1.6830 -0.116 0.069 -0.061
H -4.0942 -2.4349 0.1327 0.006 -0.023 -0.004
H -4.6011 -3.6897 -1.0291 0.008 0.004 0.009
H -3.1179 -2.7438 -1.3194 0.004 -0.064 0.067
H -6.6506 -2.6606 -1.4830 0.036 0.069 -0.069
H -6.6032 -1.0627 -2.2685 -0.070 -0.083 0.051
H -7.6595 -1.0133 -0.0074 -0.064 -0.056 0.027
H -6.1482 -1.5589 0.7225 -0.072 -0.024 0.077
H -6.3795 0.8891 0.9369 -0.014 0.035 -0.189
H -6.5195 1.0469 -0.8355 -0.033 0.009 0.082
H -4.2535 0.2029 -0.9749 0.084 -0.021 0.211
H -2.3814 1.4109 -1.1463 -0.054 0.049 -0.067
H 0.0280 1.0937 -1.4997 0.045 0.022 -0.049
H 4.7795 0.4014 -0.6720 0.188 0.168 -0.017
H 3.9118 2.6241 -1.9327 0.144 -0.120 -0.118
H 3.2154 5.1251 -1.7320 0.048 0.159 -0.088
H 1.3017 5.4441 0.0321 -0.086 0.223 0.009
H 0.3206 -1.0023 2.2086 0.058 -0.052 0.068
H -2.1234 -0.6699 2.5724 -0.042 -0.018 0.077
```
Forces are in eV/Å.

Formula: C3H5BrO
Source: the Open Molecules 2025 dataset
Level of theory: wB97M-V/def2-TZVPD

Properties
HOMO energy (spin up / spin down): -7.876 / -7.589 eV
Relative energy (zero: lowest compared OMol25 entry of this formula, charge and spin): 318.95 kJ/mol
HOMO-LUMO gap (spin up / spin down): 8.387 / 7.802 eV
LUMO energy (spin up / spin down): 0.5 / 0.2 eV
E: -75277.97490 eV

```
10
Properties=species:S:1:pos:R:3:forces:R:3
C -0.4087 0.2447 -0.0868 1.837 -0.076 0.432
C 1.8527 0.4353 -0.6134 0.998 0.052 0.476
C -1.5221 -0.5728 0.4091 0.093 -0.825 0.955
O 0.8827 -0.1413 0.0542 -2.409 -0.588 0.315
Br 3.3965 0.0111 0.3762 0.911 0.285 -0.272
H -0.4304 1.0442 -0.7971 -0.982 0.414 -0.219
H 1.7279 1.4708 -0.9300 0.041 -0.146 -0.043
H -2.2440 -0.3862 -0.3600 -1.175 -0.304 0.049
H -1.9346 -0.4536 1.4491 0.316 0.973 -0.881
H -1.3199 -1.6523 0.4987 0.371 0.215 -0.811
```
Forces are in eV/Å.